Version 1
Entry from the Open Molecules 2025 dataset: a single C2H8NO2P molecule (wB97M-V/def2-TZVPD).

Each line ends with the Löwdin charge.
Positions of all 14 atoms, in Å:
C1 2.08 -0.88 -0.11  -0.16
O1 0.67 -0.92 -0.11  -0.37
P1 -0.12 0.05 -1.05  0.81
N1 0.76 1.99 -0.62  -0.21
O2 -1.60 -0.56 -0.70  -0.38
C2 -2.39 -0.11 0.46  -0.10
H1 2.39 -0.10 0.65  0.10
H2 2.54 -0.69 -1.06  0.07
H3 2.36 -1.89 0.34  0.11
H4 0.15 -0.48 -2.24  0.00
H5 0.48 2.69 -1.33  -0.14
H6 -2.72 -1.01 0.97  0.07
H7 -3.33 0.35 -0.01  0.10
H8 -1.80 0.51 1.22  0.10

Its spin multiplicity is 1. Its structure (SMILES) is CO[PH](=N)OC.

Version 2
Entry from the Open Molecules 2025 dataset: a molecular structure, C2H8NO2P (wB97M-V/def2-TZVPD).

Each line ends with the Löwdin charge.
Positions of all 14 atoms, in Å:
C1 1.03 0.80 1.39  -0.17
C2 0.36 0.14 -1.51  -0.18
N1 -2.12 -1.43 0.01  0.05
O1 -2.16 1.38 0.30  -0.57
O2 -0.78 -1.18 0.51  -0.35
P1 -0.31 0.24 0.17  0.82
H1 1.98 0.12 1.23  0.10
H2 1.32 1.68 0.87  0.01
H3 0.63 1.14 2.35  0.05
H4 -0.33 -0.69 -1.91  0.09
H5 0.36 1.09 -2.04  0.05
H6 1.42 -0.02 -1.37  0.03
H7 -2.50 -0.53 -0.09  -0.02
H8 -2.59 -1.86 0.75  0.07

Its spin multiplicity is 1.

Short version: version 1 is the most stable of them.

Version 1
Entry from the Open Molecules 2025 dataset: a molecular structure, H22NeO11 (wB97M-V/def2-TZVPD).

Each line ends with the Löwdin charge.
Positions of all 34 atoms, in Å:
Ne1 -6.68 -17.05 12.82  0.07
O1 -5.97 -18.79 9.82  -0.04
H1 -5.66 -17.89 9.86  -0.01
H2 -5.29 -19.26 9.32  0.06
O2 -9.83 -16.64 12.03  -0.02
H3 -10.44 -16.37 11.34  0.08
H4 -9.85 -15.92 12.66  0.06
O3 -3.39 -18.12 11.56  -0.06
H5 -4.12 -17.63 11.20  -0.02
H6 -3.54 -18.12 12.51  -0.02
O4 -4.73 -19.66 14.11  -0.04
H7 -5.33 -19.66 13.37  -0.01
H8 -3.92 -20.04 13.77  0.05
O5 -9.26 -19.27 13.02  -0.06
H9 -9.57 -18.40 12.78  -0.03
H10 -8.39 -19.34 12.62  -0.03
O6 -7.98 -15.24 10.49  -0.04
H11 -8.38 -15.89 11.07  -0.01
H12 -8.07 -14.41 10.96  0.05
O7 -6.72 -19.99 12.22  -0.05
H13 -6.58 -19.46 11.43  0.01
H14 -6.28 -20.82 12.03  0.08
O8 -3.84 -16.81 14.04  -0.05
H15 -4.44 -16.85 14.78  0.00
H16 -3.39 -15.96 14.13  0.05
O9 -7.80 -15.32 15.20  -0.02
H17 -7.42 -14.45 15.19  0.05
H18 -8.57 -15.25 14.64  0.03
O10 -5.30 -16.05 10.02  -0.04
H19 -4.72 -15.30 9.87  0.06
H20 -6.12 -15.67 10.31  0.00
O11 -5.95 -17.58 15.73  -0.05
H21 -6.65 -17.11 15.28  -0.01
H22 -5.70 -18.27 15.11  -0.01

Its spin multiplicity is 1.

Version 2
Entry from the Open Molecules 2025 dataset: a molecular structure, H22NeO11 (wB97M-V/def2-TZVPD).

Each line ends with the Löwdin charge.
Positions of all 34 atoms, in Å:
Ne1 11.57 -14.06 -13.23  0.05
O1 10.82 -17.00 -15.52  -0.06
H1 10.84 -16.99 -14.57  -0.02
H2 10.13 -16.38 -15.76  0.01
O2 10.10 -11.49 -13.94  -0.03
H3 11.05 -11.57 -13.99  0.00
H4 9.84 -11.27 -14.84  0.05
O3 12.95 -11.03 -12.22  -0.05
H5 13.33 -11.44 -13.00  -0.02
H6 12.39 -10.34 -12.57  0.04
O4 13.45 -11.73 -14.75  -0.04
H7 13.38 -10.78 -14.87  0.06
H8 12.82 -12.09 -15.38  -0.01
O5 11.74 -13.00 -16.53  -0.02
H9 11.50 -12.44 -17.28  0.06
H10 10.98 -13.57 -16.41  0.06
O6 13.64 -17.07 -12.18  -0.04
H11 14.03 -16.31 -12.61  0.00
H12 13.75 -17.78 -12.81  0.06
O7 9.08 -15.00 -12.34  -0.05
H13 8.80 -14.09 -12.46  0.00
H14 8.56 -15.50 -12.97  0.05
O8 10.61 -12.06 -10.71  -0.04
H15 11.44 -12.24 -11.15  0.01
H16 10.43 -12.84 -10.20  0.05
O9 8.02 -12.09 -12.05  -0.06
H17 8.31 -11.92 -12.95  0.00
H18 8.82 -12.07 -11.53  -0.02
O10 14.97 -14.55 -12.45  -0.03
H19 15.16 -14.48 -11.51  0.05
H20 15.76 -14.94 -12.82  0.05
O11 10.84 -17.16 -12.44  -0.06
H21 11.76 -17.11 -12.20  -0.01
H22 10.47 -16.31 -12.21  -0.02

Its spin multiplicity is 1.

Short version: version 1 is the most stable of them.

Version 1
Entry from the Open Molecules 2025 dataset: a gas-phase ion, C3H5N3O2S (charge +2) (wB97M-V/def2-TZVPD).

Each line ends with the Löwdin charge.
Positions of all 14 atoms, in Å:
C1 0.87 1.23 1.28  -0.11
C2 0.19 -0.74 0.18  -0.30
C3 -0.35 0.11 -0.77  0.04
N1 0.84 -0.11 1.23  0.17
N2 0.30 1.89 0.36  0.30
N3 0.18 -2.05 0.13  0.28
O1 -1.70 1.59 -2.48  -0.11
O2 -2.05 -0.94 -2.34  -0.12
S1 -1.52 0.31 -1.97  0.95
H1 1.39 1.69 2.13  0.20
H2 1.31 -0.67 1.94  0.20
H3 0.16 2.86 0.13  0.16
H4 -0.32 -2.56 -0.59  0.17
H5 0.70 -2.62 0.78  0.17

Its charge is +2. Its spin multiplicity is 1.

Version 2
Entry from the Open Molecules 2025 dataset: a gas-phase ion, C3H5N3O2S (charge +2) (wB97M-V/def2-TZVPD).

Each line ends with the Löwdin charge.
Positions of all 14 atoms, in Å:
C1 1.02 1.22 -1.48  -0.16
C2 -0.07 -0.57 -0.07  -0.35
C3 -0.84 0.23 0.76  0.12
N1 0.61 -0.06 -1.12  0.15
N2 1.09 2.31 -0.90  0.34
N3 -0.16 -1.89 0.06  0.26
O1 -1.38 1.13 3.18  -0.09
O2 -1.55 -1.35 2.61  -0.12
S1 -1.27 0.01 2.37  0.95
H1 1.48 1.39 -2.54  0.22
H2 0.85 -0.75 -1.88  0.21
H3 0.93 3.31 -0.93  0.15
H4 -0.72 -2.43 0.69  0.14
H5 -0.01 -2.54 -0.76  0.20

Its charge is +2. Its spin multiplicity is 1.

Short version: version 1 is the most stable of them.

Version 1
Entry from the Open Molecules 2025 dataset: 2 unconnected molecules or ions with the total composition C8H6Cl3NO3 (wB97M-V/def2-TZVPD).

Each line ends with the Löwdin charge.
Positions of all 21 atoms, in Å:
O1 1.93 0.02 -0.38  0.01
C1 0.97 0.75 -0.56  -0.47
C2 -0.32 0.55 0.14  -0.14
C3 -1.65 0.87 -0.33  -0.02
C4 -2.67 0.53 0.51  -0.10
C5 -2.52 0.06 1.76  -0.09
C6 -1.31 -0.39 2.12  -0.09
C7 -0.16 -0.17 1.39  0.00
C8 1.15 1.86 -1.64  -1.53
Cl1 2.86 2.15 -1.87  0.65
Cl2 0.34 1.30 -3.11  0.64
Cl3 0.41 3.41 -1.26  0.61
H1 -1.72 1.50 -1.25  0.09
H2 -3.65 0.80 0.17  0.11
H3 -3.36 -0.14 2.34  0.10
H4 -1.12 -0.83 3.18  0.14
H5 0.85 -0.60 1.55  0.13
O2 1.90 -4.35 -0.83  0.03
N1 1.93 -3.15 -0.85  -0.12
O3 3.09 -2.55 -0.56  0.05
H6 3.05 -1.65 -0.52  0.00

Its spin multiplicity is 1. Its structure (SMILES) is O=C(c1ccccc1)C(Cl)(Cl)Cl.O=NO.

Version 2
Entry from the Open Molecules 2025 dataset: 2 unconnected molecules or ions with the total composition C8H6Cl3NO3 (wB97M-V/def2-TZVPD).

Each line ends with the Löwdin charge.
Positions of all 21 atoms, in Å:
O1 1.40 -1.26 -1.23  0.08
C1 1.17 -0.63 -0.25  -0.52
C2 -0.21 -0.58 0.35  -0.17
C3 -0.54 0.16 1.53  -0.09
C4 -1.85 0.33 1.95  -0.10
C5 -2.87 -0.18 1.22  -0.08
C6 -2.59 -1.03 0.08  -0.04
C7 -1.27 -1.13 -0.37  -0.02
C8 2.24 0.18 0.54  -1.53
Cl1 3.88 0.14 -0.21  0.60
Cl2 1.78 1.83 0.75  0.70
Cl3 2.47 -0.67 2.03  0.70
H1 0.30 0.43 2.18  0.04
H2 -2.37 0.92 2.84  0.15
H3 -3.85 0.14 1.53  0.10
H4 -3.39 -1.35 -0.52  0.08
H5 -1.12 -1.60 -1.38  0.14
O2 0.87 2.37 -2.86  0.03
N1 1.28 1.34 -2.39  -0.10
O3 2.08 0.56 -3.26  -0.04
H6 2.59 0.01 -2.53  0.09

Its spin multiplicity is 1. Its structure (SMILES) is O=C(c1ccccc1)C(Cl)(Cl)Cl.O=NO.

Short version: version 1 is the most stable of them.